89
Properties=species:S:1:pos:R:3:forces:R:3:mulliken_charge:R:1 method="wB97M-V/def2-TZVPD" homo_ev=-9.746 homo_lumo_gap_ev=7.79 energy_ev=-74438.8029 charge=0
C -1.0903 -5.5239 -3.1085 -0.04 0.54 0.10 -1.2314
C -0.9940 -4.8453 -1.7284 0.14 -0.46 -0.06 0.0570
C -0.1007 -5.6039 -0.7460 -0.46 -0.03 0.22 -0.8508
C -0.2235 -5.0448 0.6902 0.72 -0.16 -0.52 -0.5477
C 1.0190 -4.2165 1.0856 -0.46 -0.34 -0.10 -0.3018
C 0.7625 -2.9747 1.9403 0.35 -0.62 -0.50 -0.3677
C -0.3157 -3.0659 3.0130 -0.01 0.72 -0.41 -0.6072
C -0.1917 -1.8236 3.9144 -0.33 -0.66 0.51 -0.2212
C -1.5075 -1.0787 4.2041 0.89 0.03 0.00 -0.8980
C -1.2339 0.4020 4.5448 -0.78 0.25 -0.57 -0.9507
C -2.0257 1.3572 3.6187 -0.09 -0.82 -0.24 -1.6249
C -1.4485 1.4706 2.1720 -0.03 -0.23 0.84 1.2823
C -1.5060 2.9234 1.7467 -0.26 0.17 -0.22 -1.6979
N -1.0009 3.2795 0.3736 0.23 -0.02 0.23 -0.0790
C -0.2256 2.4084 -0.3689 0.52 -0.21 0.19 -0.5885
N 1.1673 2.4362 -0.3797 -0.42 1.30 0.36 1.0887
C 1.8245 3.0097 0.8116 0.63 -0.76 0.04 -1.2599
C 2.1216 2.0044 1.9416 0.19 0.56 0.21 -0.1920
O 1.4010 2.2720 3.1262 -0.41 -0.02 -0.28 -0.5093
C 3.6112 2.1042 2.3029 -0.24 -0.45 0.13 0.3520
F 3.8673 1.4891 3.4481 0.08 -0.31 0.12 -0.2705
F 4.3708 1.5785 1.3483 0.16 0.12 -0.19 -0.1565
F 3.9702 3.3923 2.4777 0.07 0.40 -0.13 -0.2934
C 1.6369 3.2748 -1.5615 0.04 -1.10 0.25 -0.9457
P 3.0896 2.5129 -2.4009 0.42 -0.81 -1.63 0.9140
O 2.7717 2.2575 -3.8084 -0.33 0.36 0.07 -0.7056
O 4.2968 3.5343 -2.2080 -0.23 -0.19 0.83 -0.5335
O 3.5377 1.1984 -1.6331 -0.42 0.42 0.20 -0.3486
N -0.8114 1.5550 -1.1682 -0.10 -0.48 0.03 0.5845
C -2.2694 1.5028 -1.3253 -0.23 0.80 -0.52 -1.1325
C -2.7123 2.5122 -2.4012 -0.41 0.39 0.72 -0.4188
O -3.8525 1.9786 -3.0494 0.58 0.04 -0.05 -0.3338
C -4.3006 2.6541 -4.1542 -0.08 0.32 0.03 0.6671
C -4.0828 4.1396 -4.2481 0.38 0.03 -0.12 -0.9311
O -4.8731 2.0456 -4.9922 -0.49 -0.56 -0.45 -0.5210
C -0.0699 0.6016 -1.9828 -0.32 -0.73 -0.27 -1.1163
O 0.1116 1.2211 -3.2282 -0.08 0.23 -0.05 -0.1761
O 0.4093 0.1364 -4.1086 0.04 -0.26 0.01 -0.3203
H -0.6118 -4.9173 -3.8757 0.16 -0.13 -0.07 0.3166
H -2.1341 -5.6275 -3.4022 -0.02 -0.15 -0.08 0.3257
H -0.6251 -6.5071 -3.0948 0.00 -0.06 -0.07 0.3461
H -1.9938 -4.8283 -1.2892 -0.04 0.21 0.05 0.3305
H -0.6352 -3.8178 -1.8194 -0.08 0.08 0.00 -0.0980
H 0.9391 -5.6012 -1.0745 0.04 0.04 -0.05 0.3483
H -0.4388 -6.6439 -0.7496 0.05 -0.07 -0.05 0.4816
H -0.2912 -5.9048 1.3564 -0.36 0.17 0.26 0.2391
H -1.1429 -4.4597 0.7376 -0.09 -0.01 0.22 0.2308
H 1.7037 -4.9031 1.5863 0.15 0.13 0.07 0.3754
H 1.5114 -3.9049 0.1666 0.20 0.09 0.09 0.0555
H 1.7175 -2.7139 2.4020 -0.02 0.20 -0.02 0.4135
H 0.5195 -2.1801 1.2230 -0.07 0.27 0.30 -0.1558
H -1.2945 -3.0276 2.5301 -0.09 -0.23 -0.01 0.1906
H -0.2624 -4.0091 3.5560 0.07 0.03 0.13 0.3764
H 0.2143 -2.1564 4.8732 0.20 0.22 0.04 0.3179
H 0.5546 -1.1474 3.4927 -0.11 0.09 -0.12 0.0756
H -2.1702 -1.1601 3.3398 -0.06 0.02 -0.05 0.4633
H -1.9891 -1.5853 5.0401 -0.28 0.07 -0.07 0.4175
H -0.1777 0.6100 4.4012 0.17 0.11 0.37 0.4187
H -1.5383 0.6152 5.5683 0.25 0.05 0.10 0.5355
H -2.1867 2.3291 4.0853 0.19 0.13 -0.07 0.6314
H -3.0041 0.8914 3.4862 -0.27 0.33 0.26 0.4082
H -0.4386 1.0672 2.1858 0.17 0.14 -0.16 -0.3275
H -2.0560 0.8077 1.5561 0.08 0.18 -0.38 0.3730
H -1.0226 3.5643 2.4789 0.25 -0.08 0.04 0.4314
H -2.5552 3.2237 1.7426 -0.02 0.09 0.03 0.5156
H -1.7467 3.6372 -0.2039 -0.11 -0.10 0.08 0.4454
H 2.8019 3.3322 0.4606 -0.06 0.12 -0.16 0.6205
H 1.3298 3.9065 1.1943 -0.27 -0.04 -0.06 0.5083
H 1.9365 0.9838 1.6085 -0.06 -0.11 0.12 0.2801
H 1.3262 3.2292 3.2103 0.09 -0.03 0.23 0.4439
H 1.8607 4.2806 -1.2121 -0.19 0.14 -0.15 0.6993
H 0.8534 3.2547 -2.3125 0.13 0.28 -0.19 0.4571
H 5.0933 3.0878 -1.8890 0.10 0.07 -0.05 0.3444
H 3.2272 0.3971 -2.1042 0.51 0.03 0.33 0.2829
H -2.7535 1.7855 -0.3969 0.06 -0.39 0.17 0.2864
H -2.5792 0.5068 -1.6218 0.16 -0.11 0.03 0.5795
H -1.8923 2.7661 -3.0718 -0.04 -0.35 -0.25 0.5202
H -3.0058 3.4396 -1.8913 0.08 0.10 -0.09 0.3389
H -4.5037 4.6913 -3.4101 -0.02 -0.07 0.10 0.3316
H -4.5396 4.4591 -5.1776 -0.13 0.07 0.04 0.3237
H -3.0187 4.3679 -4.3208 0.03 0.06 0.11 0.2948
H -0.6937 -0.2834 -2.1241 -0.06 0.05 0.07 0.5205
H 0.8449 0.2677 -1.5003 0.27 0.36 0.11 0.5786
H 0.2364 0.5362 -4.9731 0.13 0.14 0.06 0.2884
B 3.9112 -2.7575 -0.9942 -0.01 -0.01 0.39 0.3495
F 4.6891 -2.1028 -1.9582 -0.14 0.28 -0.11 -0.3827
F 3.3521 -1.7731 -0.0964 -0.06 -0.05 -0.35 -0.2237
F 2.8523 -3.4520 -1.6125 -0.15 0.16 -0.10 -0.3680
F 4.6932 -3.6485 -0.2642 0.00 0.01 0.09 -0.3702